The following is a quantum chemistry calculation of a 8-piece molecular cluster, C51H104F2N12O4S2 overall, from the Open Molecules 2025 dataset.

Structure (XYZ):
```
175
Properties=species:S:1:pos:R:3:forces:R:3:lowdin_charge:R:1
C 1.2855 5.9204 1.6619 -0.03 -0.76 0.05 -0.0897
C 1.7782 4.4431 1.6005 1.89 1.08 -1.22 -0.1835
C 3.0542 4.2102 0.5871 -0.56 -0.70 0.92 -0.1976
C 4.2992 5.0359 0.8465 0.99 -0.19 1.04 -0.0866
N 5.5366 4.9655 -0.1763 -1.35 1.05 0.40 -0.2098
C 5.3424 5.9616 -1.3485 -0.54 0.10 1.51 -0.0896
C 6.6883 6.6022 -1.6319 0.79 0.16 -0.43 -0.1452
C 7.6966 5.8872 -0.7134 -0.79 -0.64 -0.16 -0.1216
C 6.8159 5.4728 0.5178 1.80 -0.19 -1.38 -0.0518
C 5.6256 3.5914 -0.8237 0.34 1.15 0.77 0.0229
H 0.2993 5.9917 2.1206 0.03 -0.04 0.11 0.0675
H 1.2078 6.4250 0.6989 0.08 -0.26 -0.18 0.0770
H 1.9635 6.5125 2.2767 -0.01 -0.06 0.03 0.0806
H 1.0528 3.6865 1.3011 -0.46 0.27 -0.38 0.0553
H 2.0682 4.1032 2.5947 0.33 0.15 0.02 0.1064
H 2.8368 4.3546 -0.4712 -0.82 -0.06 -0.08 0.1005
H 3.2808 3.1649 0.7972 0.26 -0.16 -0.43 0.0581
H 4.7831 4.7143 1.7688 -0.17 -0.10 0.10 0.1184
H 3.9309 6.0463 1.0240 0.87 0.42 -0.58 0.1239
H 4.7911 5.4263 -2.1215 0.17 0.35 -0.12 0.1252
H 4.7368 6.7193 -0.8512 -0.38 0.01 -0.67 0.1258
H 7.0966 6.5099 -2.6383 -0.57 -0.08 -0.19 0.1236
H 6.5737 7.6727 -1.4615 0.31 -0.06 0.23 0.1261
H 8.0206 5.0228 -1.2930 0.08 -0.34 0.33 0.1030
H 8.6217 6.4461 -0.5720 -0.36 0.16 0.68 0.1362
H 7.2386 4.7123 1.1744 -0.20 -0.20 -0.23 0.1128
H 6.7625 6.3923 1.1006 -1.29 -0.10 0.08 0.1501
H 5.9502 2.8584 -0.0852 -0.25 -0.08 -0.05 0.1020
H 6.3337 3.6757 -1.6481 -0.01 -0.14 0.14 0.1030
H 4.6160 3.4689 -1.2158 0.24 -0.59 0.03 0.0723
C -3.3506 -2.8516 6.5109 -1.40 0.54 -0.68 -0.0505
C -3.2028 -1.5968 5.6491 1.67 0.17 -0.42 -0.2707
C -3.5429 -0.2923 6.2743 -0.27 1.87 1.62 -0.1993
C -3.1815 0.9418 5.4789 -1.61 1.15 -1.06 -0.1075
N -3.7077 2.2957 6.0420 0.43 0.20 2.09 -0.2193
C -3.1212 2.6762 7.4575 -0.57 -1.97 0.39 -0.0603
C -4.1855 2.3823 8.4710 -1.17 -0.63 0.34 -0.1497
C -5.4860 2.3153 7.7153 -2.60 0.52 0.30 -0.1615
C -5.3248 2.3675 6.2243 1.90 -0.63 -0.61 -0.0317
C -3.2452 3.4055 5.2029 -1.33 -0.25 -1.09 -0.0256
H -3.6204 -3.5890 5.7549 -0.04 -0.63 0.66 0.0482
H -4.2147 -2.6178 7.1328 -0.19 -0.69 0.18 0.0889
H -2.5674 -3.2289 7.1684 0.31 0.56 -0.38 0.0962
H -3.8673 -1.5926 4.7850 -0.17 -0.70 -0.22 0.0796
H -2.1980 -1.5577 5.2284 0.31 0.07 -0.11 0.1093
H -3.1250 -0.0666 7.2553 0.30 -0.86 0.30 0.1242
H -4.6199 -0.2968 6.4423 -0.19 0.15 0.07 0.1253
H -3.7285 0.9614 4.5364 -0.08 -0.39 -0.37 0.0972
H -2.1408 1.0399 5.1700 0.21 0.14 0.72 0.1405
H -2.8007 3.7174 7.4925 0.36 -0.44 -0.34 0.1453
H -2.4693 1.8634 7.7778 1.45 0.90 -0.96 0.1300
H -4.1936 3.0589 9.3256 -0.02 0.12 -0.25 0.1451
H -4.1098 1.3736 8.8771 0.72 0.12 0.22 0.1175
H -6.1423 3.1369 8.0021 -0.04 0.06 0.01 0.1332
H -6.0591 1.4225 7.9654 0.12 -0.03 0.18 0.1270
H -5.7614 3.2427 5.7430 0.75 0.40 0.12 0.1320
H -5.7409 1.5462 5.6409 0.18 -0.34 0.34 0.1179
H -3.7001 3.1739 4.2398 0.49 0.41 -0.51 0.0970
H -2.1580 3.4795 5.1762 -0.22 0.13 0.06 0.1212
H -3.7852 4.2748 5.5781 0.68 0.31 -0.11 0.1218
C 4.4372 -0.0371 -10.8618 -0.61 -0.24 1.90 -0.0781
C 5.2934 0.1051 -9.5678 -0.55 -0.07 -0.06 -0.2159
C 4.4209 -0.0485 -8.2625 0.51 -0.95 0.03 -0.1754
C 5.2486 -0.0890 -6.9551 -0.42 1.90 -0.73 -0.0973
N 4.5729 -0.6506 -5.7142 0.16 0.13 2.03 -0.2602
C 3.1733 -0.1004 -5.4217 0.42 0.07 -0.75 -0.1036
C 3.4133 1.2377 -4.7628 0.44 0.56 -0.27 -0.1450
C 4.7175 1.1154 -3.8778 -0.92 -0.55 -1.48 -0.1015
C 5.2980 -0.2265 -4.4311 0.65 0.48 0.80 -0.0896
C 4.5650 -2.1379 -5.7186 0.18 0.13 -0.91 0.0224
H 5.0016 -0.6009 -11.6046 -0.29 0.77 -0.39 0.0896
H 3.9501 0.9139 -11.0772 0.69 0.07 -0.88 0.0820
H 3.5610 -0.6244 -10.5870 0.02 -0.58 -0.18 0.0596
H 5.7988 1.0702 -9.6023 -0.05 0.11 0.33 0.1119
H 6.0965 -0.6282 -9.6424 -0.10 -0.23 0.53 0.1092
H 3.8331 -0.9664 -8.2742 -0.04 -0.26 -0.63 0.0987
H 3.6883 0.7552 -8.1891 0.06 0.19 -0.16 0.1125
H 5.3583 0.9799 -6.7721 0.62 -0.06 0.59 0.1334
H 6.2398 -0.5219 -7.0901 -0.21 -0.33 0.30 0.1499
H 2.6386 -0.7815 -4.7597 0.31 -0.31 -0.10 0.1228
H 2.6557 -0.0338 -6.3787 -0.14 -0.01 0.17 0.1295
H 2.4961 1.6663 -4.3590 0.11 -0.24 0.53 0.1119
H 3.6519 1.9403 -5.5613 0.11 0.09 -0.03 0.1147
H 4.5864 0.9733 -2.8051 -0.24 0.23 -0.08 0.0917
H 5.2726 2.0348 -4.0645 0.44 -0.41 0.13 0.1132
H 5.0994 -0.9584 -3.6482 -0.46 -0.32 -0.37 0.1215
H 6.3823 -0.3103 -4.5045 -0.02 0.41 -0.66 0.1495
H 5.5910 -2.4894 -5.8280 -0.05 0.01 0.07 0.1261
H 4.0143 -2.4081 -6.6196 -0.14 -0.49 0.33 0.1123
H 4.1484 -2.4918 -4.7756 -0.15 -0.09 -0.36 0.1052
C -7.8069 -2.0222 -6.4916 1.26 0.16 0.11 -0.0434
C -7.1583 -1.6949 -5.1095 -1.04 -0.49 -0.76 -0.1195
N -5.9391 -2.5488 -4.7772 2.35 -0.09 0.19 0.0019
C -4.8478 -2.0663 -4.0208 -0.38 0.98 0.41 -0.0387
C -3.8277 -2.9660 -3.9512 -1.48 -1.43 -0.87 -0.0211
N -4.2764 -4.0698 -4.6847 -2.24 2.33 -1.70 -0.0953
C -5.4784 -3.7182 -5.2674 0.29 -0.63 0.99 0.0415
C -3.5459 -5.2982 -4.8398 0.23 -1.46 0.47 0.0080
H -7.0618 -2.1203 -7.2810 0.12 0.26 -0.04 0.0836
H -8.4832 -1.2196 -6.7859 -0.03 -0.09 0.19 0.1010
H -8.3424 -2.9716 -6.4851 -0.16 0.13 0.32 0.0883
H -8.0148 -1.8050 -4.4444 0.49 -0.97 0.79 0.1126
H -6.9143 -0.6596 -4.8713 0.66 -0.01 -0.85 0.1231
H -4.8785 -1.0437 -3.6746 -0.05 -0.14 0.14 0.1221
H -2.8454 -3.1037 -3.5240 -0.17 0.76 0.22 0.1248
H -5.9897 -4.3133 -6.0095 -0.05 -0.17 0.16 0.1768
H -2.4734 -5.1197 -4.9174 -0.17 0.12 -0.01 0.1084
H -3.8497 -5.9581 -5.6524 -0.23 0.66 -0.37 0.1211
H -3.7722 -5.8995 -3.9593 0.38 -0.04 0.18 0.1080
C -4.3060 -4.1985 3.0190 0.58 0.85 -0.56 -0.0338
C -4.8071 -2.9156 2.3121 0.98 -0.79 0.59 -0.1884
N -5.9341 -3.3151 1.5468 -3.55 -0.42 -3.88 -0.0864
C -7.1526 -3.6048 2.0740 -2.42 0.70 -0.54 0.0136
C -8.1503 -3.7096 1.0622 3.81 0.10 1.87 0.0660
N -7.4334 -3.6362 -0.1448 1.19 -0.24 2.56 -0.0759
C -6.1098 -3.4005 0.1732 -0.71 -0.04 1.04 0.0176
C -8.0291 -4.1461 -1.3910 0.01 0.43 -0.18 0.0328
H -4.2649 -5.0147 2.2978 0.15 0.02 0.01 0.0909
H -4.9846 -4.5066 3.8143 0.21 0.18 0.11 0.0938
H -3.3003 -3.9750 3.3750 -0.09 -0.38 0.41 0.0706
H -4.1240 -2.4249 1.6188 0.41 -0.41 0.04 0.1076
H -5.0653 -2.1442 3.0376 -0.39 -0.09 -0.07 0.1176
H -7.2577 -3.5958 3.1488 -0.33 -0.02 -0.08 0.1488
H -9.2066 -3.8121 1.2623 -0.02 -0.22 -0.69 0.1523
H -5.2519 -3.4007 -0.4829 -0.38 0.10 -0.29 0.1435
H -8.2241 -3.3073 -2.0592 0.08 -0.18 -0.10 0.0928
H -8.9790 -4.6039 -1.1150 0.14 0.00 -0.15 0.1149
H -7.3770 -4.8998 -1.8323 -0.09 0.14 0.00 0.1057
C 0.3381 -2.3100 1.8631 -1.18 0.39 -0.14 -0.0658
C 0.8320 -3.5153 1.0993 -0.10 -0.38 -0.07 -0.1789
N 1.7098 -4.2216 2.0458 2.06 -1.51 1.55 -0.0705
C 3.0468 -3.8106 2.2067 -0.18 -1.65 1.37 0.0235
C 3.6369 -4.5879 3.2224 -2.20 1.15 -1.51 0.0552
N 2.6391 -5.4339 3.6853 -2.50 0.46 -1.74 -0.0828
C 1.4591 -5.2325 2.9807 2.62 2.04 -1.01 0.0610
C 2.7700 -6.3140 4.8306 0.88 0.11 1.98 0.0130
H 1.1860 -1.6443 2.0243 -0.15 -0.13 0.77 0.0879
H -0.2216 -2.6619 2.7297 0.83 0.12 0.66 0.0799
H -0.4518 -1.6887 1.4410 0.08 -0.06 -1.07 0.0483
H 1.4019 -3.2221 0.2177 0.43 -0.06 0.24 0.1190
H 0.1031 -4.2080 0.6785 -0.33 0.02 0.52 0.1249
H 3.4463 -3.0087 1.6036 0.13 -0.15 0.16 0.1343
H 4.6139 -4.5087 3.6758 -0.06 -0.19 -0.07 0.1563
H 0.4840 -5.6879 3.0709 0.37 -0.31 0.34 0.1583
H 1.9159 -6.8968 5.1757 -0.22 -0.11 -1.15 0.1133
H 2.9247 -5.6886 5.7098 0.17 0.37 -0.04 0.1125
H 3.6815 -6.9105 4.7925 -0.27 -0.20 -0.49 0.1196
C -3.1218 0.5938 1.6210 -0.90 2.12 0.12 -0.0693
C -3.2803 0.8082 0.1272 0.25 -1.44 -0.69 -0.1340
N -1.9475 0.7167 -0.5530 -0.94 -0.18 0.65 -0.0458
C -1.7401 -0.1927 -1.5964 1.51 0.94 1.24 -0.0032
C -0.4012 -0.1519 -1.8307 1.62 1.08 1.30 0.0225
N 0.2093 0.7667 -0.8978 -2.49 -0.15 -0.01 -0.0399
C -0.8111 1.2763 -0.1121 1.38 -2.17 -2.40 0.0291
C 1.6410 1.0618 -0.6024 0.06 -0.92 0.11 0.0403
H -2.8741 -0.3815 2.0401 0.30 0.07 -0.55 0.0717
H -4.0592 0.9312 2.0631 -0.27 -0.36 0.12 0.0854
H -2.4722 1.4074 1.9438 0.46 -0.43 0.52 0.0714
H -3.8423 1.6698 -0.2333 0.46 0.50 0.64 0.1453
H -3.8680 -0.0043 -0.3000 0.14 -0.24 -0.08 0.1061
H -2.5017 -0.9032 -1.8821 0.04 0.46 -0.31 0.1148
H 0.2672 -0.7023 -2.4763 -0.33 0.03 -0.12 0.1263
H -0.6208 1.8514 0.7821 -0.30 0.30 -0.24 0.1611
H 1.7698 2.1234 -0.3916 0.00 -0.24 -0.02 0.0779
H 2.3477 0.7049 -1.3516 -0.59 0.41 -0.72 0.0912
H 1.9512 0.4198 0.2220 -0.25 0.47 0.57 0.0956
N 5.5630 2.3158 2.5419 4.67 1.33 0.12 -0.2905
S 4.8156 1.2607 3.2861 -5.47 -2.77 5.50 0.4094
O 4.3252 1.6355 4.6474 1.26 -1.38 -3.28 -0.3109
O 5.2055 -0.1289 3.0523 -0.88 1.56 0.06 -0.3155
F 3.4624 1.5214 2.4588 -1.28 -0.68 -1.09 -0.2660
S 7.0556 1.9797 3.3347 4.74 2.08 2.55 0.6355
O 7.8956 1.0659 2.5822 -1.78 1.19 0.83 -0.2714
O 7.1361 2.0105 4.8341 -1.25 -0.79 -4.71 -0.2565
F 7.7019 3.4390 3.0468 -0.62 -0.62 -0.57 -0.2153
```
Forces are in eV/Å.

For the energy above the lowest of the compared OMol25 structures with the same formula, charge and spin, the calculation gives 251.1 kJ/mol. As for the charge: +6. Its total energy is -3957.2765 Eh.